1.
# C28H30N2O8S2Zr

C28H30N2O8S2Zr as an isolated structure (ωB97M-V with the def2-TZVPD basis set, the Open Molecules 2025 dataset).

Results
- Charge: -2
- 2S+1: 1
- Relative energy (zero: lowest compared OMol25 entry of this formula, charge and spin): 22.7 kcal per mole
- E: -2640.104313 Ha

Last column: Mulliken charge in e.
Geometry (Å):
1 C -1.338 1.766 -3.408  0.489
2 Zr 1.102 1.381 0.498  1.030
3 C -1.490 -0.245 2.015  -0.171
4 H -3.666 1.928 2.595  0.339
5 H -0.326 -3.142 2.505  0.356
6 H -5.247 1.209 2.212  0.537
7 H -4.029 -1.146 -0.415  0.306
8 O 4.154 -3.594 -2.885  -0.507
9 H -2.666 -0.809 -5.137  0.366
10 O 1.898 1.491 4.627  -0.788
11 H -3.353 2.508 0.106  0.341
12 O 2.034 1.070 2.429  -0.639
13 C -3.935 1.616 -0.134  -1.563
14 O 2.754 2.147 -0.095  -0.678
15 H -1.605 -2.062 -3.286  0.426
16 H -5.497 -0.518 0.354  0.463
17 C 5.137 2.287 0.094  -1.455
18 H 2.350 -4.501 -2.388  0.250
19 C 3.952 1.474 -0.306  0.727
20 C 0.249 0.065 3.670  0.239
21 O 1.630 -0.295 -0.433  -0.085
22 C -4.173 1.014 2.278  -1.715
23 H -4.998 1.873 -0.173  0.470
24 H 5.239 2.362 1.188  0.193
25 H 1.923 -2.399 -1.756  0.097
26 N -2.222 0.340 0.930  0.806
27 H -2.675 -1.555 3.335  0.280
28 C -0.856 -0.324 -2.298  0.133
29 H 6.073 1.878 -0.293  0.373
30 C 2.812 -0.638 -1.023  0.054
31 H -0.560 -2.438 4.111  0.367
32 C 2.858 -1.853 -1.694  0.030
33 H -4.022 0.253 3.048  0.244
34 N -0.158 1.859 -1.372  0.707
35 H -1.857 0.609 4.007  0.660
36 C -4.436 -0.741 0.516  -1.739
37 O -0.289 2.388 1.763  -0.579
38 C -2.135 -0.277 -4.355  -0.548
39 C -0.576 -2.226 3.041  -1.126
40 H -3.628 1.268 -1.125  0.238
41 H 0.181 -0.272 4.701  0.423
42 C 1.489 0.983 3.591  0.006
43 C -1.049 2.153 2.775  -0.490
44 S 0.462 4.379 -0.752  -0.391
45 C 0.399 -1.102 2.688  -0.293
46 C -3.673 0.535 0.919  1.632
47 H -2.326 -2.214 1.729  0.438
48 H -4.368 -1.508 1.290  0.322
49 H 2.320 -3.483 -3.842  0.311
50 C 2.941 -4.174 -3.256  -0.741
51 C -1.918 -1.632 2.554  -0.993
52 H 6.157 -2.056 -2.344  0.358
53 S -1.022 3.465 -3.209  -0.409
54 H 3.177 -5.049 -3.864  0.246
55 C -0.769 1.068 -2.329  -0.874
56 C 5.194 -0.433 -1.330  -1.450
57 H -0.336 -0.865 -1.516  0.600
58 C 4.047 -2.363 -2.208  0.628
59 C -2.023 1.105 -4.416  -0.355
60 C -1.544 -0.980 -3.307  -1.127
61 O -0.177 -0.554 1.486  0.097
62 O -1.707 2.984 3.391  -0.806
63 C 3.986 0.207 -0.865  0.467
64 C 5.215 -1.647 -1.989  -0.647
65 H -2.463 1.659 -5.239  0.375
66 H 5.045 3.315 -0.282  0.232
67 H 6.139 0.080 -1.197  0.062
68 H -1.915 -0.069 0.058  -0.473
69 H 1.419 -1.399 2.474  0.649
70 C -1.122 0.682 3.210  0.820
71 C -0.187 3.161 -1.668  0.455

2.
# C28H30N3RuTe

C28H30N3RuTe as an isolated structure (ωB97M-V with the def2-TZVPD basis set, the Open Molecules 2025 dataset).

Results
- Charge: +3
- 2S+1: 1
- E: -1611.039717 Ha

Last column: natural (NBO) charge in e.
Geometry (Å):
1 N -0.361 -1.780 -0.027  -0.237
2 C 2.301 -1.789 2.419  -0.274
3 C 0.206 1.002 -3.810  -0.187
4 C 2.310 5.228 2.142  -0.187
5 C 3.421 3.151 1.637  -0.193
6 H -0.087 -4.309 -1.186  0.255
7 C 3.242 -2.622 1.805  -0.021
8 C -2.372 -3.076 -3.348  -0.004
9 C 1.073 3.389 1.248  -0.306
10 H -4.061 0.435 -1.907  0.229
11 H -0.219 0.987 3.573  0.233
12 H 1.409 0.900 2.869  0.239
13 C 3.021 -3.184 0.541  -0.198
14 H -1.290 3.717 -2.405  0.250
15 N -2.464 -0.384 -0.757  -0.401
16 C 0.353 0.896 -1.416  -0.330
17 C 2.221 2.604 1.209  -0.263
18 H -3.488 -1.247 -3.162  0.265
19 H 0.203 5.308 1.732  0.241
20 C 0.605 0.329 3.319  -0.418
21 H 0.433 0.595 -4.788  0.259
22 H 2.518 -1.354 3.383  0.264
23 H 4.402 4.891 2.428  0.242
24 H 4.177 -2.818 2.318  0.267
25 C -0.765 -3.610 -1.655  -0.122
26 C -0.754 2.779 -2.469  -0.182
27 H 4.329 2.562 1.606  0.237
28 C 0.612 0.329 -2.671  -0.165
29 H 2.343 6.247 2.504  0.254
30 C 1.114 -1.547 1.782  0.318
31 H -1.267 -4.928 -3.252  0.276
32 H 1.699 -3.327 -1.111  0.247
33 H 0.944 -0.168 4.227  0.220
34 C -2.083 -1.521 -1.569  0.332
35 H 3.796 -3.771 0.066  0.273
36 Te -0.782 2.759 0.576  0.915
37 H -2.430 1.030 -2.336  0.237
38 C 0.836 -2.165 0.519  0.025
39 C 1.835 -2.960 -0.105  -0.131
40 C -1.439 -3.965 -2.790  -0.202
41 C -0.966 -1.516 3.052  -0.424
42 C -3.088 0.740 -1.526  -0.417
43 C -0.330 2.113 -1.326  -0.275
44 H 1.169 -0.596 -2.754  0.235
45 H -3.488 -0.105 1.084  0.234
46 H 2.205 1.590 0.824  0.197
47 H -4.430 -0.990 -0.113  0.261
48 C 3.463 4.463 2.104  -0.098
49 C -3.431 -0.863 0.303  -0.437
50 H -2.889 -3.358 -4.258  0.266
51 C -2.711 -1.864 -2.734  -0.285
52 H -0.770 2.750 -4.608  0.261
53 H -3.234 1.570 -0.843  0.228
54 H 0.805 0.430 -0.535  0.251
55 H -1.336 -2.301 2.400  0.215
56 Ru -0.820 0.057 0.518  0.650
57 N 0.088 -0.685 2.337  -0.521
58 H -3.092 -1.813 0.706  0.227
59 C 1.097 4.697 1.711  -0.216
60 C -1.024 -2.340 -1.067  0.039
61 C -0.469 2.225 -3.710  -0.129
62 H -1.774 -0.856 3.358  0.235
63 H -0.512 -1.962 3.936  0.246

3.
# C28H30N5O2RhS2

C28H30N5O2RhS2 as an isolated structure (ωB97M-V with the def2-TZVPD basis set, the Open Molecules 2025 dataset).

Results
- ⟨S²⟩: 6.02
- 2S+1: 5
- E: -2416.127704 Ha

Last column: natural (NBO) charge in e.
Geometry (Å):
1 H 1.870 3.689 -1.578  0.206
2 C -0.763 5.209 0.996  -0.205
3 C 0.408 4.550 0.661  -0.206
4 H -1.550 -6.007 -2.318  0.223
5 C 1.770 2.510 0.238  -0.414
6 H -1.579 -6.097 -4.094  0.212
7 H -3.738 3.532 3.458  0.202
8 C 3.485 -0.888 2.316  -0.716
9 H -2.810 4.973 1.583  0.208
10 C -2.186 1.129 -1.600  0.190
11 H 1.275 5.116 0.332  0.206
12 C -1.819 3.083 1.460  -0.031
13 H -2.365 -1.252 -2.410  0.466
14 H 3.979 0.084 2.356  0.234
15 C -1.259 -5.507 -3.239  -0.403
16 C 2.701 -1.030 1.040  0.616
17 C -3.122 -2.507 -4.009  -0.069
18 C 4.564 -0.303 -2.703  -0.178
19 N -1.889 -4.196 -3.326  -0.350
20 H -1.577 -3.730 4.157  0.218
21 C -1.642 -3.184 -2.464  0.272
22 Rh -0.315 -0.798 -0.129  1.501
23 C 2.534 -0.611 -1.415  0.382
24 O 1.539 -1.422 1.122  -0.603
25 H 6.426 -0.312 -1.593  0.218
26 C -2.805 -3.783 -4.291  -0.076
27 C -1.352 -2.895 2.123  -0.009
28 C -3.108 2.342 1.749  -0.440
29 H -2.899 2.050 3.903  0.196
30 N -1.908 0.011 -1.291  -0.788
31 H 1.791 1.462 0.535  0.201
32 H 4.257 -1.659 2.381  0.239
33 H 5.315 -0.694 0.560  0.213
34 H 2.580 -0.311 -3.528  0.222
35 C -0.607 2.437 1.172  0.194
36 O 1.217 -0.621 -1.440  -0.685
37 H -1.474 -3.734 1.455  0.215
38 C 5.348 -0.399 -1.543  -0.261
39 C 1.917 2.639 -1.281  -0.603
40 C -1.394 -2.878 3.519  -0.324
41 S -0.561 -3.251 -1.150  -0.226
42 H 2.870 2.231 -1.622  0.209
43 C -1.179 -1.548 3.911  -0.227
44 C -3.605 2.482 3.190  -0.592
45 C 3.320 -0.741 -0.250  -0.282
46 C 4.719 -0.610 -0.341  -0.140
47 H -4.564 1.976 3.323  0.211
48 H -0.821 6.289 0.933  0.212
49 H -3.864 2.744 1.071  0.223
50 C -0.761 0.547 2.508  0.175
51 C 3.197 -0.406 -2.643  -0.222
52 N -0.526 1.010 1.321  -0.573
53 H -3.144 -4.439 -5.076  0.229
54 H -3.791 -1.824 -4.501  0.238
55 C -1.869 4.471 1.377  -0.205
56 H 2.800 -1.002 3.152  0.248
57 N -2.405 -2.161 -2.878  -0.522
58 N -1.145 -1.653 1.646  -0.542
59 H -1.153 -1.147 4.915  0.218
60 H -0.806 1.232 3.356  0.190
61 H 2.624 2.991 0.722  0.208
62 S -2.602 2.598 -2.059  -0.115
63 H -3.013 1.289 1.492  0.221
64 H -0.177 -5.401 -3.249  0.228
65 C 0.499 3.164 0.721  -0.038
66 H 5.042 -0.133 -3.662  0.216
67 H 1.113 2.114 -1.801  0.219
68 C -1.014 -0.823 2.735  -0.033

Repeat the third record exactly.
# C28H30N5O2RhS2

C28H30N5O2RhS2 as an isolated structure (ωB97M-V with the def2-TZVPD basis set, the Open Molecules 2025 dataset).

Results
- ⟨S²⟩: 6.02
- 2S+1: 5
- E: -2416.127704 Ha

Last column: natural (NBO) charge in e.
Geometry (Å):
1 H 1.870 3.689 -1.578  0.206
2 C -0.763 5.209 0.996  -0.205
3 C 0.408 4.550 0.661  -0.206
4 H -1.550 -6.007 -2.318  0.223
5 C 1.770 2.510 0.238  -0.414
6 H -1.579 -6.097 -4.094  0.212
7 H -3.738 3.532 3.458  0.202
8 C 3.485 -0.888 2.316  -0.716
9 H -2.810 4.973 1.583  0.208
10 C -2.186 1.129 -1.600  0.190
11 H 1.275 5.116 0.332  0.206
12 C -1.819 3.083 1.460  -0.031
13 H -2.365 -1.252 -2.410  0.466
14 H 3.979 0.084 2.356  0.234
15 C -1.259 -5.507 -3.239  -0.403
16 C 2.701 -1.030 1.040  0.616
17 C -3.122 -2.507 -4.009  -0.069
18 C 4.564 -0.303 -2.703  -0.178
19 N -1.889 -4.196 -3.326  -0.350
20 H -1.577 -3.730 4.157  0.218
21 C -1.642 -3.184 -2.464  0.272
22 Rh -0.315 -0.798 -0.129  1.501
23 C 2.534 -0.611 -1.415  0.382
24 O 1.539 -1.422 1.122  -0.603
25 H 6.426 -0.312 -1.593  0.218
26 C -2.805 -3.783 -4.291  -0.076
27 C -1.352 -2.895 2.123  -0.009
28 C -3.108 2.342 1.749  -0.440
29 H -2.899 2.050 3.903  0.196
30 N -1.908 0.011 -1.291  -0.788
31 H 1.791 1.462 0.535  0.201
32 H 4.257 -1.659 2.381  0.239
33 H 5.315 -0.694 0.560  0.213
34 H 2.580 -0.311 -3.528  0.222
35 C -0.607 2.437 1.172  0.194
36 O 1.217 -0.621 -1.440  -0.685
37 H -1.474 -3.734 1.455  0.215
38 C 5.348 -0.399 -1.543  -0.261
39 C 1.917 2.639 -1.281  -0.603
40 C -1.394 -2.878 3.519  -0.324
41 S -0.561 -3.251 -1.150  -0.226
42 H 2.870 2.231 -1.622  0.209
43 C -1.179 -1.548 3.911  -0.227
44 C -3.605 2.482 3.190  -0.592
45 C 3.320 -0.741 -0.250  -0.282
46 C 4.719 -0.610 -0.341  -0.140
47 H -4.564 1.976 3.323  0.211
48 H -0.821 6.289 0.933  0.212
49 H -3.864 2.744 1.071  0.223
50 C -0.761 0.547 2.508  0.175
51 C 3.197 -0.406 -2.643  -0.222
52 N -0.526 1.010 1.321  -0.573
53 H -3.144 -4.439 -5.076  0.229
54 H -3.791 -1.824 -4.501  0.238
55 C -1.869 4.471 1.377  -0.205
56 H 2.800 -1.002 3.152  0.248
57 N -2.405 -2.161 -2.878  -0.522
58 N -1.145 -1.653 1.646  -0.542
59 H -1.153 -1.147 4.915  0.218
60 H -0.806 1.232 3.356  0.190
61 H 2.624 2.991 0.722  0.208
62 S -2.602 2.598 -2.059  -0.115
63 H -3.013 1.289 1.492  0.221
64 H -0.177 -5.401 -3.249  0.228
65 C 0.499 3.164 0.721  -0.038
66 H 5.042 -0.133 -3.662  0.216
67 H 1.113 2.114 -1.801  0.219
68 C -1.014 -0.823 2.735  -0.033